one:
{"formula": "C4H6N2O2", "method": "ωB97M-V/def2-TZVPD", "lumo_energy_ev": -0.15, "orbital_gap_ev": 9.5381, "smiles": "C=NO[C@@H]1CC=NO1", "e_homo_ev": -9.688, "elements": ["C", "N", "O", "C", "C", "C", "N", "O", "H", "H", "H", "H", "H", "H"], "xyz": [[1.559, -0.938, -2.481], [1.136, -1.128, -1.064], [1.342, -0.178, -0.055], [-0.010, -0.282, 0.593], [-1.345, -0.247, -0.209], [-1.790, 1.041, 0.392], [-1.161, 1.425, 1.551], [0.079, 0.562, 1.755], [1.456, -1.768, -3.306], [2.362, -0.245, -2.923], [0.144, -1.269, 0.922], [-2.309, -0.933, -0.326], [-0.919, -0.195, -1.229], [-2.414, 1.829, 0.088]]}

---

two:
{"formula": "C4H6N2O2", "method": "ωB97M-V/def2-TZVPD", "lumo_energy_ev": 0.62, "orbital_gap_ev": 7.7695, "smiles": "Nc1c[nH]c(O)c1O", "e_homo_ev": -7.149, "elements": ["N", "C", "C", "N", "C", "O", "C", "O", "H", "H", "H", "H", "H", "H"], "xyz": [[-2.264, 0.113, -0.013], [-0.917, -0.256, -0.039], [-0.302, -1.495, -0.011], [1.059, -1.265, -0.001], [1.339, 0.048, 0.042], [2.695, 0.429, 0.022], [0.130, 0.704, -0.078], [-0.234, 1.977, -0.091], [-2.898, -0.625, -0.134], [-2.453, 1.039, 0.190], [-0.839, -2.421, 0.075], [1.781, -1.965, -0.161], [2.797, 1.222, -0.419], [0.106, 2.496, 0.618]]}

---

Taking the most stable structure as the zero point, the relative energies in hartree are one 0.2551; two 0.0000.